The following is a DFT calculation (ωB97M-V/def2-TZVPD) of 2 unconnected molecules or ions with the total composition C4H9ClOSi at a distorted geometry.

ORCA input file:
```
! RIJCOSX wB97M-V def2-TZVPD def2/J DEFGRID3
* xyz 0 1
C -4.397 0.348 -0.831
C 0.878 -1.532 0.615
C -1.125 -1.136 -1.898
C -0.102 1.360 0.038
O -4.092 -0.384 -1.602
Si -0.575 -0.470 -0.023
Cl -2.015 -0.659 1.442
H 0.616 -2.419 1.206
H 1.422 -1.923 -0.284
H 1.454 -0.769 1.096
H -2.169 -1.268 -1.759
H -0.910 -0.341 -2.615
H -0.752 -2.172 -2.136
H -0.779 2.029 0.668
H 0.900 1.535 0.614
H -0.037 1.688 -1.058
*
```

Results of the Mulliken charge analysis, in e, for atoms 1 through 6: C 0.078; C -1.010; C -0.992; C -0.987; O -0.140; Si 0.777

The following is a DFT calculation (ωB97M-V/def2-TZVPD) of a single C2H5N3O2 molecule at a distorted geometry.

Computed properties:
SMILES ... C=NNC(=O)NO

ORCA input file:
```
! RIJCOSX wB97M-V def2-TZVPD def2/J DEFGRID3
* xyz 0 1
C -1.037 -0.432 -0.017
C 2.625 -0.333 -0.098
H 0.141 1.614 -0.636
H -2.340 1.007 0.099
H 0.626 -1.468 0.451
H 3.591 0.108 -0.388
H 2.743 -1.370 0.404
N -1.362 0.738 -0.228
N 0.387 -0.510 0.517
N 1.389 0.169 -0.313
O -0.386 1.738 0.259
O -1.762 -1.499 -0.144
*
```

Results of the Mulliken charge analysis, in e, for atoms 1 through 6: C 0.415; C -0.318; H 0.473; H 0.307; H 0.303; H 0.271

E_HOMO values, unit eV, following the record order: -10.06 -9.67.
ΔE to the lowest compared entry with this formula, charge and spin values, unit kcal per mole, following the record order: 24.6 144.6.
Frontier orbital gap values, unit eV, following the record order: 10.91 10.07.